Record 1
Computed, not measured: a cluster of 14 separate species, C44H120N4O18 in total in a non-equilibrium geometry, with ωB97M-V with the def2-TZVPD basis set.

The energy is -3321.39562 hartree. The energy above the lowest of the compared OMol25 structures with the same formula, charge and spin is 64.57 kcal per mole. The spin multiplicity is 1.

CARTESIAN COORDINATES (ANGSTROEM)
C  -2.16  1.68  4.53
O  -3.38  1.03  4.82
H  -1.87  1.74  3.47
H  -2.16  2.76  4.77
H  -1.33  1.23  5.08
H  -3.93  1.37  4.09
C  -0.46  -0.84  -4.24
O  -0.54  -2.25  -4.40
H  0.10  -0.58  -3.34
H  -0.07  -0.35  -5.13
H  -1.47  -0.43  -4.16
H  0.13  -2.60  -3.79
C  -4.91  0.72  1.49
O  -4.87  1.63  2.57
H  -4.00  0.12  1.57
H  -5.73  0.00  1.53
H  -4.89  1.21  0.51
H  -5.75  1.83  2.91
C  5.05  -0.08  -2.02
O  3.86  -0.66  -2.61
H  5.00  0.97  -2.29
H  5.14  -0.11  -0.93
H  5.86  -0.63  -2.49
H  3.32  0.08  -2.89
C  0.89  -0.47  5.23
O  1.72  -1.50  5.83
H  0.75  -0.75  4.18
H  -0.03  -0.56  5.79
H  1.43  0.47  5.37
H  2.55  -1.56  5.33
C  2.48  3.13  2.60
O  3.60  3.98  2.66
C  3.44  4.97  3.66
C  4.58  5.98  3.56
N  4.70  6.57  2.22
C  3.65  7.61  1.99
C  2.67  7.16  0.92
O  1.84  8.27  0.63
C  0.73  7.97  -0.18
H  1.49  3.59  2.63
H  2.57  2.43  3.45
H  2.51  2.52  1.69
H  3.55  4.49  4.64
H  2.46  5.46  3.66
H  5.52  5.51  3.85
H  4.37  6.80  4.24
H  4.45  5.84  1.56
H  4.15  8.52  1.67
H  3.15  7.89  2.92
H  2.08  6.29  1.20
H  3.24  6.94  0.00
H  0.16  8.87  -0.39
H  0.06  7.34  0.42
H  1.04  7.48  -1.11
C  -5.83  -10.17  -0.48
O  -5.22  -8.91  -0.37
C  -3.93  -8.94  0.21
C  -3.22  -7.63  -0.04
N  -3.62  -6.54  0.87
C  -4.59  -5.56  0.35
C  -4.14  -4.90  -0.93
O  -2.82  -4.40  -0.83
C  -2.28  -4.11  -2.10
H  -6.15  -10.61  0.47
H  -5.15  -10.89  -0.94
H  -6.71  -10.05  -1.11
H  -3.34  -9.77  -0.21
H  -4.07  -9.07  1.29
H  -3.40  -7.32  -1.07
H  -2.15  -7.84  -0.02
H  -4.16  -7.06  1.56
H  -4.71  -4.79  1.11
H  -5.54  -6.07  0.15
H  -4.75  -3.99  -1.05
H  -4.30  -5.58  -1.77
H  -2.98  -3.52  -2.72
H  -2.12  -5.06  -2.61
H  -1.40  -3.48  -2.14
C  3.96  -0.33  2.98
O  4.18  -1.49  3.74
C  4.91  -2.52  3.11
C  4.41  -3.85  3.66
N  5.21  -4.93  3.12
C  4.64  -6.20  3.56
C  5.24  -7.39  2.83
O  5.27  -7.22  1.44
C  4.05  -7.66  0.83
H  4.73  0.44  2.93
H  3.07  0.22  3.32
H  3.61  -0.59  1.97
H  5.96  -2.48  3.42
H  4.90  -2.47  2.01
H  3.31  -3.89  3.58
H  4.52  -3.67  4.74
H  5.15  -4.96  2.10
H  3.54  -6.25  3.58
H  4.81  -6.34  4.64
H  4.71  -8.30  3.17
H  6.25  -7.58  3.21
H  4.07  -7.30  -0.20
H  3.21  -7.16  1.34
H  3.99  -8.74  0.89
C  -0.69  4.63  -1.79
O  -1.28  5.15  -2.96
C  -1.56  6.53  -2.91
C  -2.32  6.89  -4.18
N  -1.56  6.69  -5.41
C  -0.62  7.79  -5.68
C  0.23  7.51  -6.89
O  1.04  6.38  -6.69
C  1.96  6.18  -7.74
H  -0.46  3.59  -2.04
H  -1.36  4.61  -0.92
H  0.27  5.06  -1.51
H  -0.62  7.11  -2.97
H  -2.13  6.80  -2.02
H  -2.59  7.95  -4.11
H  -3.26  6.34  -4.18
H  -0.95  5.89  -5.24
H  0.10  7.81  -4.84
H  -1.12  8.75  -5.80
H  0.89  8.37  -7.07
H  -0.36  7.40  -7.81
H  2.75  6.93  -7.79
H  1.36  6.11  -8.65
H  2.47  5.22  -7.60
C  1.70  -5.99  -2.36
C  1.85  -4.86  -3.37
C  1.03  -5.14  -4.63
O  1.32  -3.65  -2.77
H  1.78  -6.93  -2.91
H  0.69  -6.00  -1.95
H  2.44  -5.99  -1.56
H  2.91  -4.65  -3.57
H  1.12  -4.32  -5.33
H  -0.01  -5.18  -4.28
H  1.24  -6.13  -5.04
H  2.03  -3.00  -2.74
C  0.40  -1.10  -0.50
C  0.40  0.35  -0.14
C  -0.56  0.76  0.95
O  1.74  0.57  0.39
H  1.11  -1.38  -1.28
H  -0.58  -1.42  -0.89
H  0.49  -1.78  0.34
H  0.35  1.01  -1.01
H  -0.48  0.16  1.85
H  -1.59  0.65  0.58
H  -0.45  1.83  1.14
H  2.40  0.20  -0.22
C  -1.01  4.89  2.14
C  -2.29  5.70  1.99
C  -3.50  4.78  2.07
O  -2.26  6.58  3.13
H  -0.11  5.50  2.21
H  -0.77  4.35  1.21
H  -1.10  4.20  2.97
H  -2.28  6.38  1.13
H  -4.43  5.32  1.91
H  -3.55  4.40  3.09
H  -3.31  3.89  1.48
H  -3.08  7.08  3.19
C  0.71  -4.37  3.00
C  -0.81  -4.35  2.98
C  -1.33  -3.12  2.24
O  -1.20  -5.51  2.25
H  1.11  -3.44  3.41
H  1.06  -4.65  2.01
H  1.00  -5.08  3.78
H  -1.29  -4.37  3.96
H  -2.41  -3.13  2.05
H  -0.94  -3.16  1.22
H  -1.00  -2.19  2.71
H  -1.89  -5.36  1.58
C  -4.18  2.55  -3.69
C  -3.48  1.88  -2.52
C  -3.97  0.49  -2.19
O  -2.07  1.72  -2.78
H  -3.93  2.09  -4.65
H  -4.12  3.63  -3.69
H  -5.25  2.30  -3.63
H  -3.53  2.49  -1.60
H  -3.61  -0.32  -2.84
H  -5.04  0.31  -2.37
H  -3.72  0.25  -1.16
H  -1.78  2.41  -3.39

***

Record 2
Computed, not measured: a cluster of 11 separate species, C44H121N11O11 in total in a non-equilibrium geometry, with ωB97M-V with the def2-TZVPD basis set.

The energy is -3178.48015 hartree. The expectation value of S² is 0.751. The energy above the lowest of the compared OMol25 structures with the same formula, charge and spin is 83.06 kcal per mole. Its total charge is -1. The spin multiplicity is 2.

CARTESIAN COORDINATES (ANGSTROEM)
C  -1.74  -1.05  5.51
C  -3.02  -1.90  5.43
C  -3.53  -1.96  3.93
O  -3.47  -0.66  3.24
C  -4.43  0.31  3.54
N  -2.90  -3.34  5.86
H  -1.83  -0.06  5.06
H  -0.98  -1.62  4.97
H  -1.41  -0.95  6.54
H  -3.92  -1.44  5.85
H  -4.34  -2.66  3.73
H  -2.85  -2.62  3.40
H  -5.47  0.04  3.34
H  -4.11  1.29  3.18
H  -4.47  0.49  4.61
H  -1.94  -3.64  5.72
H  -3.49  -3.94  5.30
C  3.12  -2.85  -6.29
C  1.85  -3.60  -5.69
C  1.95  -3.71  -4.17
O  2.07  -2.50  -3.49
C  2.08  -2.61  -2.10
N  0.66  -2.85  -6.16
H  4.08  -3.37  -6.26
H  3.18  -1.83  -5.90
H  3.07  -2.79  -7.37
H  1.53  -4.52  -6.18
H  2.82  -4.35  -4.06
H  1.11  -4.28  -3.77
H  1.57  -1.68  -1.82
H  3.10  -2.51  -1.73
H  1.65  -3.53  -1.72
H  0.75  -1.84  -6.15
H  -0.13  -2.96  -5.54
C  -2.38  -6.98  4.54
C  -2.37  -5.68  3.66
C  -0.92  -5.03  3.57
O  -0.66  -4.41  4.91
C  0.58  -3.72  4.97
N  -2.94  -5.95  2.38
H  -1.79  -6.94  5.45
H  -2.07  -7.86  3.98
H  -3.35  -7.35  4.87
H  -3.11  -4.97  4.05
H  -1.06  -4.27  2.79
H  -0.18  -5.80  3.36
H  0.65  -3.03  5.81
H  0.80  -3.07  4.13
H  1.42  -4.36  5.26
H  -3.26  -5.09  1.95
H  -3.80  -6.46  2.56
C  0.68  -0.54  -8.96
C  1.00  1.01  -8.78
C  1.85  1.31  -7.51
O  1.29  0.74  -6.28
C  2.08  1.02  -5.17
N  1.68  1.43  -10.02
H  -0.14  -0.82  -9.62
H  0.60  -1.00  -7.97
H  1.56  -1.12  -9.24
H  0.03  1.48  -8.62
H  1.99  2.38  -7.42
H  2.77  0.77  -7.73
H  3.14  0.76  -5.21
H  1.88  0.38  -4.31
H  2.02  2.01  -4.70
H  1.06  1.04  -10.72
H  1.57  2.43  -10.07
C  4.73  0.12  3.84
C  4.43  1.43  4.62
C  5.80  1.87  5.29
O  6.16  0.95  6.39
C  7.46  1.09  6.86
N  3.97  2.47  3.70
H  4.72  -0.72  4.53
H  5.65  0.17  3.25
H  3.96  -0.22  3.15
H  3.78  1.32  5.50
H  5.55  2.81  5.78
H  6.60  2.00  4.56
H  7.61  0.45  7.74
H  7.63  2.08  7.27
H  8.16  0.76  6.10
H  3.07  2.25  3.29
H  4.63  2.53  2.95
C  -1.72  -3.87  -0.49
C  -2.88  -2.87  -0.22
C  -4.30  -3.44  0.06
O  -5.30  -2.34  0.18
C  -6.58  -2.74  0.53
N  -2.49  -1.98  0.79
H  -2.08  -4.68  -1.11
H  -1.28  -4.21  0.45
H  -0.96  -3.47  -1.16
H  -3.05  -2.25  -1.10
H  -4.31  -4.10  0.93
H  -4.55  -4.08  -0.79
H  -6.96  -3.65  0.07
H  -7.21  -1.98  0.06
H  -6.85  -2.66  1.59
H  -2.00  -1.23  0.33
H  -3.33  -1.60  1.21
C  -4.12  -0.44  -8.76
C  -2.86  -1.02  -8.11
C  -2.93  -1.33  -6.58
O  -2.73  -0.11  -5.88
C  -2.62  -0.44  -4.49
N  -2.40  -2.26  -8.75
H  -4.95  -1.14  -8.64
H  -4.02  -0.29  -9.84
H  -4.43  0.46  -8.25
H  -2.05  -0.30  -8.23
H  -2.12  -2.01  -6.33
H  -3.82  -1.93  -6.37
H  -1.74  -1.02  -4.21
H  -3.61  -0.85  -4.28
H  -2.58  0.54  -4.01
H  -3.08  -2.58  -9.42
H  -2.30  -2.95  -8.02
C  -2.24  3.80  4.77
C  -1.77  3.44  6.17
C  -2.94  2.89  7.08
O  -3.55  3.89  7.84
C  -2.75  4.41  8.93
N  -0.81  2.39  6.02
H  -3.03  4.55  4.77
H  -2.71  2.93  4.31
H  -1.47  4.16  4.08
H  -1.24  4.32  6.54
H  -2.67  2.10  7.79
H  -3.69  2.47  6.41
H  -1.82  4.90  8.63
H  -2.36  3.67  9.63
H  -3.29  5.20  9.45
H  0.02  2.45  6.60
H  -0.48  2.40  5.07
C  4.58  2.15  -2.33
C  4.59  2.11  -0.77
C  5.67  1.14  -0.17
O  5.25  -0.16  -0.34
C  6.34  -1.07  -0.42
N  4.80  3.43  -0.27
H  5.44  2.76  -2.61
H  3.60  2.42  -2.70
H  4.82  1.19  -2.79
H  3.61  1.77  -0.44
H  5.85  1.29  0.89
H  6.64  1.38  -0.59
H  6.92  -0.83  -1.31
H  6.05  -2.11  -0.57
H  6.96  -0.94  0.48
H  4.13  4.11  -0.63
H  5.74  3.78  -0.36
C  -2.04  8.54  -1.10
C  -0.81  7.65  -1.11
C  -1.01  6.28  -0.38
O  0.15  5.49  -0.54
C  -0.03  4.12  -0.28
N  -0.61  7.31  -2.48
H  -2.24  8.74  -0.04
H  -2.88  7.95  -1.48
H  -1.93  9.47  -1.64
H  0.09  8.22  -0.86
H  -1.81  5.67  -0.80
H  -1.18  6.43  0.69
H  -0.19  4.05  0.80
H  0.92  3.64  -0.51
H  -0.89  3.81  -0.86
H  -1.51  6.89  -2.69
H  0.05  6.56  -2.33
C  0.75  1.34  2.42
C  -0.14  0.32  1.78
C  0.08  -0.03  0.29
O  0.07  1.18  -0.52
C  0.65  0.99  -1.86
N  0.03  -0.85  2.52
H  0.47  2.30  2.00
H  1.80  1.06  2.34
H  0.48  1.41  3.47
H  -1.19  0.60  1.87
H  -0.46  -0.89  -0.10
H  1.03  -0.51  0.04
H  0.12  0.11  -2.24
H  1.68  0.68  -1.73
H  0.46  1.90  -2.43
H  -0.22  -0.70  3.49
H  -0.69  -1.54  2.34